(1)
The following is a quantum chemistry calculation of 2 unconnected molecules or ions with the total composition C4H11NO2 at a distorted geometry, from the OMol25 dataset.

Calculated values
SMILES string   CC(C)C(N)=O.O
DFT total energy   -364.20388 a.u.
LUMO   0.0266 Eh
Kohn-Sham gap   10.59 eV
Max |F|   3.2 eV Å⁻¹
Energy above the lowest of the compared OMol25 structures with the same formula, charge and spin   1.749 eV

Last column: Mulliken charge in e.
Atoms and positions in Å:
H -0.3423 1.5434 -1.9422  0.314
C 0.5616 -1.0060 -1.8078  -1.140
H 1.2700 -0.2636 -2.2002  0.319
O 0.1944 -1.0576 1.1901  -0.502
H -1.7928 -2.9072 0.5903  0.221
C -0.7251 -0.3931 -1.0288  0.768
H 3.0316 2.0479 3.4096  0.320
H 0.1215 -1.4636 -2.7461  0.280
O 3.0693 2.9901 3.3112  -0.632
H -2.7308 -1.5406 0.6248  0.253
H 2.2352 3.3058 3.6182  0.312
C -0.5520 1.1112 -0.9031  -1.572
H -1.7088 -0.6993 -1.4523  0.263
H 0.2512 1.3747 -0.2640  0.413
N -1.7842 -1.8961 0.7638  -0.515
C -0.7665 -1.0193 0.4400  0.151
H -1.3060 1.6844 -0.4041  0.414
H 0.9738 -1.8111 -1.1995  0.333

***

(2)
The following is a quantum chemistry calculation of a single C4H11NO2 molecule at a distorted geometry, from the OMol25 dataset.

Calculated values
SMILES string   C[C@H](O)[C@H](N)CO
DFT total energy   -364.17854 a.u.
LUMO   0.0291 Eh
Kohn-Sham gap   9.89 eV
Max |F|   3.8 eV Å⁻¹
Energy above the lowest of the compared OMol25 structures with the same formula, charge and spin   2.439 eV

Last column: Mulliken charge in e.
Atoms and positions in Å:
H 0.6067 2.2861 0.0175  0.272
O -1.7698 0.8333 0.1376  -0.532
H 1.1287 -1.9586 2.7261  0.342
H -0.4116 2.7450 -1.3466  0.307
H 1.3804 -0.2135 -0.3738  0.333
H -2.4722 0.9718 -0.4890  0.329
C -0.6255 0.5747 -0.8185  0.248
H -0.7300 -0.8161 1.8197  0.266
H -0.7192 -2.3970 -0.5288  0.228
N 0.0439 -1.7764 -0.9405  -0.625
C 0.3325 -0.4743 -0.1878  -0.066
H -0.9200 0.3122 -1.8491  0.289
H 0.4020 0.5363 1.8760  0.270
H 0.9292 -2.2908 -1.0173  0.264
C 0.1806 1.8677 -0.8915  -1.364
O 1.3182 -1.3603 1.8928  -0.543
C 0.3224 -0.4769 1.4816  -0.455
H 1.0037 1.6369 -1.5085  0.436

***

(3)
The following is a quantum chemistry calculation of 2 unconnected molecules or ions with the total composition C4H11NO3 at a distorted geometry, from the OMol25 dataset.

Calculated values
SMILES string   NOC=O.CCOC
DFT total energy   -439.40712 a.u.
LUMO   0.0353 Eh
Kohn-Sham gap   11.12 eV
Max |F|   2.1 eV Å⁻¹
Energy above the lowest of the compared OMol25 structures with the same formula, charge and spin   3.233 eV

Last column: Mulliken charge in e.
Atoms and positions in Å:
H -0.6007 1.5558 -1.9517  0.305
H 1.7952 1.6955 -1.5199  0.321
O 0.4386 0.4845 -0.5181  -0.197
H -0.4027 -0.1887 -2.2830  0.314
H 1.9442 -0.0659 -1.8348  0.329
H 0.1513 0.5917 1.9441  0.294
N -0.4699 0.0807 2.5843  -0.452
C -0.5894 0.5571 -1.5029  -0.291
C 0.6035 -1.6920 1.4603  0.241
O 1.7025 -1.3049 1.8193  -0.523
H 0.4231 -2.5089 0.7421  0.372
C -1.9218 0.2737 -0.8364  -1.098
H 0.1179 -0.1919 3.3736  0.294
H -2.1274 1.0103 -0.0527  0.290
H -2.7366 0.2949 -1.5647  0.384
H 2.4705 0.6147 -0.2814  0.242
H -1.9133 -0.7102 -0.3574  0.229
O -0.6130 -1.1928 1.8593  -0.228
C 1.7281 0.6963 -1.0800  -0.824

***

(4)
The following is a quantum chemistry calculation of 2 unconnected molecules or ions with the total composition C4H11NO3 at a distorted geometry, from the OMol25 dataset.

Calculated values
SMILES string   CNC(=O)CCO.O
DFT total energy   -439.47722 a.u.
LUMO   0.0217 Eh
Kohn-Sham gap   10.57 eV
Max |F|   2.0 eV Å⁻¹
Energy above the lowest of the compared OMol25 structures with the same formula, charge and spin   1.325 eV

Last column: Mulliken charge in e.
Atoms and positions in Å:
C -1.5111 -1.5888 0.1233  -0.443
H 2.2005 -1.4898 -3.1984  0.312
O -0.5968 1.2786 -0.4593  -0.624
H -1.3777 -0.4253 1.9057  0.285
H 1.9959 2.6959 0.2734  0.248
N 0.8438 1.1435 1.2612  -0.232
C -0.7296 -0.6455 1.0544  -0.612
H 0.1228 -1.1908 1.4671  0.348
O 1.7796 -1.5000 -4.0673  -0.632
H -1.3641 -2.5858 0.5392  0.305
H 1.1244 0.7764 2.1443  0.273
H -2.9583 -0.3415 -0.1678  0.318
H -1.1786 -1.5975 -0.9214  0.256
O -2.8865 -1.2634 0.0622  -0.537
H 1.5743 -2.4455 -4.1417  0.318
H 0.3621 3.0064 0.5837  0.288
C -0.1845 0.6681 0.4963  0.642
H 1.5450 2.9491 1.9987  0.331
C 1.2387 2.5558 1.0464  -0.844